{"formula": "C14H31N6O3PbSSi", "method": "ωB97M-V/def2-TZVPD", "elements": ["H", "N", "C", "C", "H", "N", "Pb", "H", "H", "H", "C", "C", "H", "N", "C", "H", "C", "N", "C", "H", "O", "H", "H", "H", "O", "C", "H", "C", "H", "H", "H", "N", "H", "C", "H", "C", "H", "H", "O", "H", "H", "C", "N", "C", "S", "H", "H", "H", "C", "H", "H", "H", "H", "H", "Si", "H", "H"], "coordinates": [[-2.620, -2.460, 1.461], [1.024, 2.943, -5.508], [-2.101, -1.239, -0.220], [2.038, -0.550, 1.312], [-1.870, -0.926, 1.914], [1.851, -3.924, -3.670], [-1.019, 0.904, -2.739], [-0.411, 0.999, 3.581], [-1.268, 2.280, 4.456], [-3.611, -0.159, -1.332], [2.137, -1.362, 2.593], [-2.009, -2.372, -1.226], [-3.460, 0.332, 0.370], [0.781, -0.711, -3.382], [-2.584, 3.339, 2.257], [-2.182, -2.009, -2.243], [-3.434, -0.516, -0.314], [2.716, -1.731, -3.571], [-0.081, 3.368, 2.206], [-3.468, 2.701, 2.290], [0.788, 0.168, 1.399], [-2.621, 4.023, 3.105], [2.626, 0.374, -3.293], [0.828, 2.761, 2.241], [-1.046, -0.289, -0.610], [-1.292, 1.642, 3.571], [-1.025, -2.841, -1.187], [3.164, 0.469, 1.223], [-0.877, -2.243, 1.258], [1.524, 3.448, -6.214], [3.136, 1.135, 2.086], [1.690, -2.550, -3.624], [-4.246, -1.199, -0.062], [2.031, -1.462, 0.092], [-2.765, -3.128, -1.011], [2.111, -0.565, -3.409], [3.073, -1.922, 2.617], [3.070, 1.069, 0.316], [-1.399, 1.607, 1.164], [2.106, -0.702, 3.460], [1.218, -2.187, 0.150], [-1.322, 2.495, 2.312], [0.525, -1.999, -3.519], [0.457, 2.364, -4.688], [0.659, 1.991, -1.184], [-0.045, 4.070, 3.041], [1.099, -4.317, -4.227], [-2.187, 1.019, 3.628], [-1.843, -1.742, 1.191], [2.749, -4.113, -4.103], [2.974, -2.007, 0.028], [1.308, -2.067, 2.663], [-2.609, 3.925, 1.337], [1.912, -0.869, -0.818], [-0.239, 0.833, 0.348], [-0.091, 3.939, 1.276], [4.132, -0.034, 1.208]], "nbo_charge": [0.23, -0.64, 0.29, 0.28, 0.23, -0.59, 1.24, 0.22, 0.22, 0.20, -0.62, -0.62, 0.24, -0.38, -0.62, 0.20, -0.64, -0.25, -0.65, 0.21, -0.97, 0.22, 0.25, 0.22, -1.03, -0.63, 0.22, -0.63, 0.22, 0.47, 0.22, 0.19, 0.23, -0.63, 0.23, 0.15, 0.22, 0.22, -0.98, 0.22, 0.21, 0.28, -0.04, 0.29, -0.87, 0.23, 0.39, 0.21, -0.64, 0.40, 0.23, 0.21, 0.21, 0.20, 2.26, 0.22, 0.22], "lumo_energy_ev": -2.588, "total_energy_ev": -54063.051, "total_charge": 1, "multiplicity": 1, "homo_energy_ev": -11.822, "homo_lumo_gap_ev": 9.2, "e_above_lowest_ev": 0.005, "fmax_ev_per_a": 0.17, "mol_weight_g_mol": 598.8}



{"formula": "C26H27F6N4O", "method": "ωB97M-V/def2-TZVPD", "elements": ["H", "H", "N", "H", "N", "H", "H", "N", "C", "F", "C", "F", "H", "C", "C", "C", "C", "C", "H", "F", "H", "F", "H", "H", "H", "F", "C", "H", "C", "H", "H", "F", "H", "N", "C", "C", "C", "H", "H", "C", "C", "C", "O", "C", "H", "C", "C", "C", "C", "H", "H", "C", "H", "H", "C", "C", "H", "H", "C", "H", "C", "H", "H", "C"], "coordinates": [[2.094, -0.714, 4.109], [3.612, -1.936, 0.080], [2.848, -1.301, 0.339], [2.333, 0.977, -2.375], [2.804, -1.273, 1.740], [-4.027, -0.048, 0.624], [-4.620, 1.401, 4.865], [0.210, -0.122, -6.277], [4.195, -1.124, 3.741], [-0.371, -3.587, -7.268], [-3.058, 0.408, 0.846], [-0.787, -2.647, -5.313], [-3.197, 2.363, 4.241], [5.678, -0.878, 5.638], [5.470, -1.250, 4.310], [-0.522, 1.372, 1.528], [0.597, -1.436, -6.782], [-0.960, -0.056, -4.146], [-1.902, -0.245, -4.671], [-1.706, -1.834, -7.140], [-1.326, 1.695, 3.511], [-4.392, 3.161, 2.101], [-4.953, -0.554, 4.288], [-3.989, -1.413, 3.047], [-5.436, -0.468, 2.561], [-6.106, 1.944, 2.758], [-0.550, -2.392, -6.645], [1.272, 1.123, -0.340], [4.603, -0.385, 6.399], [0.387, 0.623, -8.195], [-1.756, -0.438, -2.225], [-5.523, 3.734, 3.918], [6.288, -1.635, 3.700], [-3.740, 0.665, 3.139], [-0.795, 0.986, 0.174], [-2.768, 0.775, 2.183], [0.219, 0.127, -4.913], [2.162, -0.593, 2.116], [-2.535, 0.817, -1.168], [-4.094, 1.791, 3.989], [-0.902, -0.047, -2.771], [1.424, 0.643, -2.877], [5.000, -1.806, 1.592], [-1.504, 1.347, 2.491], [4.773, -0.063, 7.426], [3.313, -0.314, 5.850], [4.067, -1.407, 2.285], [-5.034, 2.676, 3.223], [3.104, -0.716, 4.524], [0.846, -1.343, -7.842], [0.107, 1.861, -6.940], [0.243, 0.466, -2.091], [1.427, -1.825, -6.178], [-1.243, 0.817, -7.482], [1.430, 0.423, -4.234], [0.288, 0.847, -0.725], [1.944, -1.581, -0.035], [0.483, 1.713, 1.783], [-0.161, 0.850, -7.273], [2.340, 0.495, -4.835], [-2.168, 0.748, -0.148], [2.471, 0.051, 6.446], [6.677, -0.966, 6.069], [-4.578, -0.505, 3.255]], "nbo_charge": [0.19, 0.41, -0.69, 0.23, -0.46, 0.25, 0.24, -0.51, -0.16, -0.31, -0.26, -0.34, 0.24, -0.21, -0.15, -0.03, -0.29, -0.21, 0.25, -0.33, 0.24, -0.33, 0.23, 0.22, 0.21, -0.33, 0.96, 0.24, -0.19, 0.21, 0.22, -0.30, 0.25, -0.41, -0.20, 0.31, 0.26, 0.38, 0.24, -0.29, -0.13, -0.11, -0.61, -0.30, 0.22, -0.22, 0.63, 0.97, -0.18, 0.24, 0.21, -0.17, 0.23, 0.20, -0.19, 0.07, 0.35, 0.22, -0.39, 0.24, -0.07, 0.22, 0.23, -0.41], "lumo_energy_ev": -5.385, "total_energy_ev": -51705.295, "total_charge": 1, "multiplicity": 1, "homo_energy_ev": -10.797, "homo_lumo_gap_ev": 5.4, "e_above_lowest_ev": 0.183, "fmax_ev_per_a": 2.02, "mol_weight_g_mol": 525.5}



{"formula": "C27H36N3O", "method": "ωB97M-V/def2-TZVPD", "elements": ["N", "H", "C", "C", "N", "H", "C", "C", "H", "H", "H", "C", "H", "H", "H", "C", "O", "H", "H", "H", "H", "H", "C", "H", "C", "H", "C", "C", "C", "H", "H", "H", "C", "H", "C", "H", "C", "C", "H", "H", "H", "H", "C", "C", "C", "H", "H", "H", "H", "C", "H", "H", "H", "H", "H", "C", "H", "C", "C", "C", "H", "H", "C", "C", "N", "C", "C"], "coordinates": [[-1.760, -3.172, 0.911], [-1.291, 1.583, -0.443], [-5.761, -0.732, -0.521], [-2.895, -4.057, 0.999], [1.281, 1.312, -0.769], [-2.457, -6.178, 0.766], [2.599, 4.697, -0.399], [-6.160, 0.580, -0.231], [-2.922, -5.699, 2.417], [-3.338, -4.186, 0.000], [-1.733, -1.458, -0.772], [0.408, 3.004, 0.870], [2.243, 5.013, 0.589], [3.673, 4.873, -0.476], [0.651, 3.348, -2.575], [0.130, 3.390, -1.610], [4.533, 2.682, -0.987], [-0.686, -5.351, 2.941], [4.496, -1.084, -1.993], [-8.055, 0.347, 0.754], [-8.178, 0.668, -0.974], [-6.530, -1.498, -0.628], [1.000, 2.739, -0.523], [7.672, 0.251, 1.611], [-2.007, -0.411, -0.607], [-0.227, -5.826, 1.287], [7.476, -0.576, -0.385], [5.208, -0.799, -1.212], [-0.997, 0.549, -0.601], [-4.127, -2.071, -0.929], [-0.534, 2.473, 1.018], [-3.110, 2.071, -0.138], [6.986, -0.058, 0.821], [0.750, -0.678, -0.989], [-0.570, -3.691, 1.546], [-0.836, 2.893, -1.715], [-2.358, -5.403, 1.530], [2.710, 1.013, -0.927], [-5.491, 2.599, 0.086], [1.118, 2.672, 1.640], [2.676, -0.901, 0.028], [-1.932, -2.184, 1.007], [5.610, 0.081, 1.012], [4.727, -0.237, -0.026], [-5.182, 1.572, -0.115], [-7.732, 1.982, 0.135], [2.072, 5.287, -1.160], [3.038, 0.455, 1.119], [-0.293, -3.125, 2.454], [-4.419, -1.051, -0.669], [-3.702, -3.659, 1.645], [0.282, -3.621, 0.857], [2.894, 0.598, -1.935], [5.202, 0.475, 1.948], [8.550, -0.693, -0.532], [-0.868, -5.168, 1.879], [6.955, -1.369, -2.336], [-7.608, 0.915, -0.070], [3.346, 2.399, -0.846], [6.585, -0.959, -1.396], [0.223, 4.080, 0.977], [-0.047, 4.439, -1.340], [-3.400, -0.070, -0.506], [3.246, 0.038, 0.122], [2.343, 3.290, -0.591], [0.360, 0.328, -0.800], [-3.836, 1.264, -0.245]], "nbo_charge": [-0.67, 0.22, -0.23, -0.21, -0.32, 0.22, -0.42, 0.08, 0.22, 0.17, 0.25, -0.64, 0.20, 0.27, 0.24, -0.64, -0.57, 0.22, 0.20, 0.24, 0.24, 0.23, 0.33, 0.22, 0.03, 0.22, -0.21, -0.25, -0.38, 0.23, 0.22, 0.20, -0.20, 0.23, -0.21, 0.22, -0.41, -0.12, 0.23, 0.23, 0.21, 0.36, -0.22, 0.06, -0.23, 0.23, 0.21, 0.22, 0.18, -0.11, 0.18, 0.17, 0.24, 0.21, 0.23, -0.41, 0.22, -0.65, 0.67, -0.18, 0.24, 0.24, -0.19, -0.44, -0.45, 0.23, -0.07], "lumo_energy_ev": -4.759, "total_energy_ev": -35094.779, "total_charge": 1, "multiplicity": 1, "homo_energy_ev": -10.814, "homo_lumo_gap_ev": 6.1, "e_above_lowest_ev": 0.378, "fmax_ev_per_a": 2.52, "mol_weight_g_mol": 418.6}



{"formula": "C5H9N3O", "method": "ωB97M-V/def2-TZVPD", "elements": ["C", "H", "O", "H", "C", "N", "H", "N", "H", "C", "H", "N", "H", "H", "H", "C", "H", "C"], "coordinates": [[0.196, 1.240, 0.315], [-0.229, -3.005, 0.222], [-1.640, 0.110, 1.860], [-3.246, 0.996, 0.233], [0.179, -2.095, 0.671], [-0.073, -0.944, -0.170], [1.250, -2.167, 0.875], [0.979, 2.158, 0.750], [-2.104, 1.263, -1.004], [-1.385, 0.339, 0.694], [2.183, -0.852, -1.665], [-2.376, 0.714, -0.200], [-0.396, -2.146, 1.598], [0.428, 2.889, 1.212], [1.250, 0.477, -2.378], [1.738, 0.125, -1.465], [2.501, 0.856, -1.185], [0.744, 0.042, -0.362]], "nbo_charge": [0.11, 0.21, -0.65, 0.40, -0.43, -0.43, 0.20, -0.62, 0.38, 0.70, 0.23, -0.88, 0.23, 0.35, 0.26, -0.70, 0.25, 0.40], "smiles": "[H]/N=C(C(N)=O)/C(C)=N/C", "lumo_energy_ev": -0.665, "total_energy_ev": -11844.861, "multiplicity": 1, "homo_energy_ev": -8.398, "homo_lumo_gap_ev": 7.7, "e_above_lowest_ev": 4.547, "fmax_ev_per_a": 3.34, "mol_weight_g_mol": 127.1}



{"formula": "C16H23AuNP2", "method": "ωB97M-V/def2-TZVPD", "elements": ["C", "C", "C", "C", "H", "Au", "C", "C", "P", "H", "C", "H", "H", "C", "H", "H", "H", "C", "C", "C", "H", "H", "H", "C", "N", "C", "H", "H", "H", "H", "H", "C", "H", "H", "P", "H", "H", "H", "H", "C", "C", "H", "H"], "coordinates": [[2.701, 1.524, -1.428], [-0.646, 0.420, -3.210], [-0.340, -5.400, 2.935], [-1.747, 4.233, -1.080], [-2.547, 2.449, -1.924], [1.329, -0.514, 0.780], [0.361, 4.022, 0.045], [2.940, 2.691, 1.128], [-0.614, 0.290, -1.371], [2.148, 0.866, -2.097], [-0.707, 4.799, -0.363], [-0.727, 5.851, -0.122], [-1.328, -2.385, 0.752], [-1.727, 2.882, -1.375], [-2.437, -5.744, 3.155], [2.215, -2.982, 1.357], [2.460, 3.030, 2.045], [0.284, -3.512, 1.593], [0.397, 2.666, -0.272], [-2.030, -4.037, 1.924], [-2.640, -0.009, -0.041], [3.817, 2.097, 1.385], [-3.055, 0.284, -1.755], [-1.677, -5.119, 2.714], [1.316, -2.720, 0.954], [0.640, -4.601, 2.374], [1.683, -4.828, 2.548], [-2.572, 4.842, -1.411], [3.257, 3.546, 0.528], [-2.420, -1.289, -1.262], [-1.469, 1.044, -3.555], [-2.364, -0.215, -1.076], [-3.073, -3.828, 1.749], [0.296, 0.851, -3.546], [1.817, 1.633, 0.162], [1.150, 4.493, 0.611], [2.783, 2.520, -1.869], [-0.053, -6.247, 3.540], [-0.751, -0.583, -3.622], [-0.664, 2.083, -0.975], [-1.054, -3.232, 1.361], [3.698, 1.120, -1.259], [1.349, -2.991, -0.029]], "nbo_charge": [-0.94, -0.92, -0.18, -0.18, 0.22, 0.45, -0.19, -0.95, 0.74, 0.24, -0.18, 0.23, 0.20, -0.21, 0.23, 0.41, 0.26, 0.10, -0.41, -0.19, 0.25, 0.26, 0.23, -0.20, -0.86, -0.24, 0.22, 0.23, 0.25, 0.24, 0.23, -0.93, 0.22, 0.24, 0.96, 0.22, 0.25, 0.23, 0.24, -0.22, -0.20, 0.25, 0.41], "lumo_energy_ev": -2.458, "total_energy_ev": -40721.089, "total_charge": 1, "multiplicity": 1, "homo_energy_ev": -11.222, "homo_lumo_gap_ev": 8.8, "fmax_ev_per_a": 0.84, "mol_weight_g_mol": 488.3}



{"formula": "CH4O2Si", "method": "ωB97M-V/def2-TZVPD", "elements": ["H", "H", "Si", "H", "C", "H", "O", "O"], "coordinates": [[1.090, -2.217, -0.640], [-2.392, 2.599, -0.272], [1.998, -1.550, 0.275], [-1.780, 2.382, 0.157], [-1.391, -2.102, -0.146], [3.119, -2.402, 0.650], [1.793, -0.152, 0.790], [-1.656, -1.911, 0.934]], "nbo_charge": [-0.24, -0.01, 1.61, 0.01, 0.50, -0.24, -1.13, -0.49], "lumo_energy_ev": -0.446, "total_energy_ev": -13072.342, "multiplicity": 1, "homo_energy_ev": -10.758, "homo_lumo_gap_ev": 10.3, "e_above_lowest_ev": 2.032, "fmax_ev_per_a": 1.18, "mol_weight_g_mol": 76.1}



{"formula": "C3H5FI2O", "method": "ωB97M-V/def2-TZVPD", "elements": ["C", "H", "C", "I", "I", "H", "H", "O", "C", "F", "H", "H"], "coordinates": [[1.188, -0.087, -0.258], [-1.024, -1.612, -0.425], [-0.179, 0.247, 0.424], [1.902, -2.104, 0.251], [2.621, 1.364, 0.230], [-1.276, -0.284, -1.222], [-2.091, -0.476, 0.318], [-0.428, 1.606, 0.143], [-1.225, -0.646, -0.267], [1.097, 0.027, -1.594], [-0.356, 2.039, 0.985], [-0.228, -0.074, 1.416]], "nbo_charge": [0.10, 0.22, -0.01, 0.11, 0.16, 0.22, 0.21, -0.69, -0.62, -0.38, 0.48, 0.20], "lumo_energy_ev": -0.137, "total_energy_ev": -24157.125, "multiplicity": 1, "homo_energy_ev": -9.287, "homo_lumo_gap_ev": 9.2, "e_above_lowest_ev": 0.130, "fmax_ev_per_a": 4.03, "mol_weight_g_mol": 329.9}



{"formula": "C7H14NO3Si", "method": "ωB97M-V/def2-TZVPD", "elements": ["O", "C", "H", "C", "C", "H", "H", "H", "H", "H", "C", "H", "H", "O", "C", "H", "H", "C", "H", "C", "O", "N", "H", "Si", "H", "H"], "coordinates": [[-3.024, -1.492, -0.819], [0.382, -1.677, 0.776], [0.181, 1.549, -0.880], [-1.783, -0.903, -0.297], [-2.130, 0.445, 0.279], [-1.028, -0.755, -1.113], [-1.599, -2.741, 0.686], [2.380, 1.342, -2.155], [-2.818, -2.422, -1.064], [1.997, 2.906, 1.124], [-3.362, 1.138, -0.025], [0.603, -1.986, -0.237], [3.787, 0.654, -1.375], [-3.441, 0.630, 1.154], [2.747, 0.521, -1.577], [2.758, -0.503, -2.053], [-1.560, -1.364, 1.832], [-1.158, -1.708, 0.816], [-1.304, 1.005, 0.644], [2.632, 2.044, 0.851], [-3.948, 1.782, -0.831], [1.060, -0.451, 1.127], [0.789, -2.591, 1.351], [1.478, 0.714, 0.023], [3.399, 2.474, 0.189], [2.962, 1.389, 1.573]], "nbo_charge": [-0.73, -0.20, -0.34, 0.05, -0.02, 0.21, 0.18, 0.21, 0.46, 0.21, 0.77, 0.13, 0.20, -0.48, -1.10, 0.20, 0.21, -0.43, 0.25, -1.11, -0.58, -1.27, 0.15, 1.56, 0.21, 0.23], "lumo_energy_ev": 3.240, "total_energy_ev": -22994.529, "total_charge": -1, "multiplicity": 1, "homo_energy_ev": -3.812, "homo_lumo_gap_ev": 7.1, "fmax_ev_per_a": 3.83, "mol_weight_g_mol": 188.3}